Formula: C68H187N17O17
Source: OMol25
Level of theory: wB97M-V/def2-TZVPD

```
289
Properties=species:S:1:pos:R:3:lowdin_charge:R:1
C -5.00142 6.76805 2.79460 -0.0700
C -4.45225 8.15224 2.67899 -0.4449
C -4.72235 8.99797 3.94893 -0.1818
O -6.09727 9.08008 4.37461 -0.1977
C -6.35164 10.03145 5.35536 -0.1303
N -3.02177 8.23804 2.28490 0.0376
H -4.56351 6.22402 3.63147 0.0798
H -4.76883 6.29134 1.84237 0.0754
H -6.08595 6.73972 2.89988 0.0819
H -5.02418 8.61609 1.87534 0.1292
H -4.27216 9.98216 3.81928 0.1146
H -4.23040 8.56613 4.82049 0.1238
H -6.68213 10.93949 4.85104 0.0864
H -5.51884 10.25791 6.02113 0.0863
H -7.16798 9.57969 5.91892 0.0902
H -2.95450 8.11433 1.28477 0.0641
H -2.79523 9.22172 2.31863 0.0559
C 7.77942 4.83523 -2.70525 -0.0560
C 7.43842 3.33808 -3.04015 -0.4272
C 5.95084 3.02667 -2.98138 -0.1719
O 5.17544 4.02386 -3.70412 -0.1977
C 5.16068 3.93029 -5.11337 -0.1077
N 8.09049 3.02779 -4.29172 0.0291
H 8.85250 5.00479 -2.79381 0.0670
H 7.62240 5.07758 -1.65420 0.0731
H 7.40963 5.53134 -3.45811 0.0708
H 8.02630 2.80287 -2.29447 0.1284
H 5.54835 2.99346 -1.96896 0.1179
H 5.77149 1.98898 -3.26268 0.1161
H 6.15914 4.00975 -5.54333 0.0604
H 4.52706 4.77565 -5.38166 0.0932
H 4.72530 3.00310 -5.48600 0.0883
H 7.75048 2.15356 -4.66615 0.0732
H 7.75579 3.66029 -5.00449 0.0416
C 2.25974 8.59633 -2.26577 -0.0859
C 3.48860 8.57298 -1.39921 -0.4463
C 3.52399 9.67424 -0.22201 -0.1731
O 4.73206 9.77177 0.49592 -0.1807
C 5.83456 10.21298 -0.26501 -0.1163
N 3.40645 7.28896 -0.74056 0.0222
H 1.34573 8.43884 -1.69315 0.0787
H 2.24173 7.75492 -2.95845 0.0782
H 2.33602 9.59835 -2.68794 0.0772
H 4.33019 8.61265 -2.09075 0.1235
H 2.71839 9.52513 0.49692 0.1288
H 3.30764 10.60438 -0.74748 0.1079
H 6.66720 10.39479 0.41452 0.0863
H 5.67730 11.16006 -0.78115 0.0889
H 6.20389 9.45993 -0.96115 0.0800
H 3.66418 6.55224 -1.38158 0.0686
H 4.17855 7.28271 -0.08945 0.0634
C -7.68250 12.18237 -4.77693 -0.0816
C -7.12234 10.90748 -5.39492 -0.4138
C -6.76468 9.87861 -4.28077 -0.1965
O -6.46703 8.55360 -4.78879 -0.1813
C -6.06095 7.72116 -3.71235 -0.1264
N -8.22874 10.35588 -6.20300 0.0231
H -8.58503 11.92223 -4.22390 0.0726
H -7.98849 12.91449 -5.52423 0.0798
H -6.99537 12.59038 -4.03565 0.0752
H -6.29060 11.16607 -6.05023 0.1367
H -7.62250 9.81839 -3.61097 0.1199
H -5.93509 10.31017 -3.72074 0.1174
H -5.79360 6.73050 -4.08006 0.0877
H -6.76246 7.60815 -2.88578 0.0843
H -5.14548 8.09267 -3.25193 0.0779
H -9.00423 10.07199 -5.62152 0.0657
H -7.94258 9.45871 -6.56809 0.0593
C -1.67833 1.53469 -7.04181 -0.0795
C -2.51268 1.55872 -8.30212 -0.4468
C -2.51511 0.18793 -9.09623 -0.1570
O -3.45241 0.30726 -10.17262 -0.2147
C -3.74942 -0.84412 -10.88283 -0.1285
N -3.82513 1.90067 -7.88773 0.0291
H -1.77859 2.43727 -6.43898 0.0800
H -0.64193 1.24257 -7.21102 0.0723
H -2.03409 0.74135 -6.38444 0.0731
H -2.15667 2.39203 -8.90789 0.1385
H -2.81334 -0.67483 -8.50058 0.1181
H -1.54131 0.00681 -9.55121 0.1199
H -3.64660 -1.69727 -10.21224 0.0748
H -2.98504 -1.01563 -11.64073 0.0861
H -4.76763 -0.86533 -11.27127 0.0910
H -4.41092 1.88980 -8.71042 0.0670
H -4.23847 1.07140 -7.48581 0.0760
C 5.93876 5.24976 4.23147 -0.0746
C 6.03013 3.76030 4.30593 -0.4341
C 7.01531 3.23819 5.46026 -0.1444
O 7.58010 1.92255 5.21945 -0.2002
C 8.41396 1.40657 6.17754 -0.1600
N 4.72043 3.22221 4.59691 0.0157
H 5.10848 5.56072 3.59741 0.0763
H 6.80251 5.65260 3.70254 0.0776
H 5.86742 5.71701 5.21366 0.0854
H 6.31210 3.27487 3.37161 0.1308
H 6.57226 3.32748 6.45214 0.1194
H 7.86178 3.92152 5.52835 0.1094
H 9.26623 1.99868 6.51093 0.0858
H 8.88793 0.53035 5.73519 0.0838
H 7.80398 1.06543 7.01400 0.0881
H 4.82778 2.22756 4.45823 0.0708
H 3.97836 3.55349 3.99717 0.0680
C -4.99350 -3.80475 5.07047 -0.0559
C -4.57460 -2.87622 3.93822 -0.4367
C -4.78776 -1.40083 4.21995 -0.2317
O -6.14259 -1.16065 3.93458 -0.1693
C -6.52747 0.11231 4.33179 -0.1304
N -3.16759 -3.18239 3.54348 0.0349
H -4.28698 -3.62614 5.88103 0.0751
H -4.96208 -4.84721 4.75365 0.0752
H -6.02485 -3.67621 5.39897 0.0782
H -5.12212 -3.06611 3.01502 0.1344
H -4.14056 -0.75245 3.62933 0.1232
H -4.47727 -1.26710 5.25621 0.1254
H -6.57044 0.19524 5.41777 0.0898
H -7.51685 0.33871 3.93433 0.0870
H -5.90737 0.88274 3.87353 0.0865
H -2.62431 -2.77089 4.28886 0.0555
H -2.90353 -2.56827 2.78635 0.0594
C 2.74920 -7.84244 3.56283 -0.0786
C 1.94454 -8.88634 4.31317 -0.4443
C 2.77622 -9.75142 5.23212 -0.2405
O 3.56697 -10.63487 4.51984 -0.1734
C 4.20426 -11.60616 5.35817 -0.0965
N 0.92148 -8.14849 5.05144 0.0280
H 2.19611 -7.16472 2.91255 0.0755
H 3.58242 -8.25054 2.99071 0.0738
H 3.21190 -7.25214 4.35375 0.0744
H 1.47239 -9.49105 3.53889 0.1381
H 2.02916 -10.44187 5.62362 0.1267
H 3.31183 -9.12136 5.94222 0.1358
H 5.10653 -11.21830 5.83101 0.0812
H 4.58282 -12.50472 4.87093 0.0834
H 3.54864 -11.94480 6.16039 0.0814
H 1.32546 -7.65667 5.83567 0.0658
H 0.43444 -7.43346 4.53028 0.0695
C 6.25035 -5.39141 -3.41857 -0.0854
C 7.64704 -5.78683 -3.67533 -0.4620
C 7.98834 -7.24378 -3.18821 -0.1687
O 9.38910 -7.54697 -3.33406 -0.2115
C 10.25936 -6.90763 -2.40212 -0.0965
N 7.84300 -5.65637 -5.11496 0.0402
H 5.95119 -5.47540 -2.37380 0.0820
H 5.52094 -5.94411 -4.01068 0.0815
H 6.21468 -4.35836 -3.76446 0.0802
H 8.34067 -5.08868 -3.20678 0.1233
H 7.34857 -8.01982 -3.60841 0.1235
H 7.80478 -7.42413 -2.12902 0.1133
H 9.97004 -5.85781 -2.35442 0.0702
H 11.26382 -7.02069 -2.81002 0.0915
H 10.20003 -7.29430 -1.38474 0.0833
H 8.82357 -5.85011 -5.26004 0.0671
H 7.40960 -6.47982 -5.50762 0.0703
C -5.53302 -5.93391 -6.62697 -0.0641
C -4.75092 -4.96528 -5.77918 -0.4890
C -5.02308 -5.18804 -4.26628 -0.1792
O -6.22849 -4.47872 -3.93471 -0.1881
C -6.71914 -4.92796 -2.69127 -0.1305
N -3.41238 -5.18252 -6.11782 0.0170
H -5.03056 -6.89539 -6.52114 0.0835
H -5.38935 -5.62009 -7.66088 0.0754
H -6.61278 -5.97386 -6.48337 0.0825
H -4.86374 -3.88952 -5.91376 0.1441
H -4.25591 -4.64699 -3.71238 0.1262
H -5.05375 -6.26631 -4.10976 0.1244
H -7.73759 -4.54559 -2.62318 0.0819
H -6.17352 -4.51337 -1.84361 0.0873
H -6.89836 -5.99857 -2.59241 0.0851
H -3.45105 -5.15707 -7.12677 0.0704
H -3.21248 -6.15692 -5.94268 0.0726
C -0.89326 2.75398 -0.53585 -0.0744
C -0.42656 2.29045 0.85480 -0.3871
C 0.53748 1.04185 0.81649 -0.1787
O -0.25475 -0.03656 0.35918 -0.1844
C 0.37291 -0.93130 -0.53241 -0.1248
N 0.23852 3.48977 1.42164 0.0048
H -1.46617 1.93013 -0.96147 0.0691
H -0.09875 2.91753 -1.26394 0.0778
H -1.47574 3.67529 -0.53484 0.0722
H -1.22772 2.12126 1.57426 0.1318
H 0.94573 0.89323 1.81616 0.1206
H 1.35625 1.22568 0.12084 0.1176
H 1.21441 -1.48890 -0.12121 0.0833
H 0.79847 -0.51508 -1.44551 0.0800
H -0.29570 -1.68222 -0.95335 0.0843
H -0.31710 4.30411 1.20200 0.0528
H 0.95901 3.74536 0.76160 0.0551
C -1.21630 5.51108 7.58275 -0.0663
C -1.47450 4.01349 7.96501 -0.3854
C -3.04409 3.66734 7.94880 -0.1736
O -3.71363 4.46235 8.93407 -0.2076
C -5.12260 4.37059 8.91675 -0.1182
N -0.92964 3.22141 6.87612 0.0011
H -0.14919 5.73274 7.59828 0.0709
H -1.62365 6.09096 8.41094 0.0634
H -1.72139 5.81396 6.66556 0.0761
H -0.99776 3.74684 8.90825 0.1335
H -3.15810 2.60505 8.16475 0.1154
H -3.44734 3.90624 6.96472 0.1129
H -5.34960 4.75787 7.92348 0.0785
H -5.55153 4.99056 9.70400 0.0883
H -5.62927 3.40550 8.91630 0.0806
H 0.06503 3.38304 6.80842 0.0668
H -1.25164 3.59063 5.99290 0.0642
C -4.53906 -12.30166 -2.22839 -0.0667
C -4.06116 -12.33110 -0.80433 -0.4712
C -4.47320 -11.04998 -0.06152 -0.1917
O -3.67639 -9.98618 -0.60171 -0.1902
C -3.69695 -8.78495 0.13507 -0.1214
N -4.68182 -13.42131 -0.12160 0.0244
H -5.62607 -12.24128 -2.28174 0.0850
H -4.23726 -13.17819 -2.80174 0.0734
H -4.14505 -11.48590 -2.83452 0.0774
H -2.98096 -12.43915 -0.70629 0.1392
H -4.27494 -11.12518 1.00765 0.1161
H -5.54946 -10.87907 -0.08476 0.1263
H -4.66597 -8.32821 0.33627 0.0851
H -3.14047 -8.04797 -0.44397 0.0831
H -3.11998 -8.88638 1.05426 0.0843
H -4.20415 -13.51731 0.76311 0.0737
H -4.42432 -14.26365 -0.61583 0.0730
C 7.17310 -1.92034 -9.52230 -0.0332
C 5.99727 -1.34064 -8.65320 -0.4836
C 4.71434 -2.13306 -8.56108 -0.2365
O 3.73989 -1.54354 -7.70082 -0.1730
C 2.69991 -2.53154 -7.42745 -0.0829
N 6.49896 -1.07764 -7.34915 0.0336
H 7.52713 -2.80043 -8.98545 0.0732
H 7.94673 -1.15292 -9.54812 0.0737
H 6.91091 -2.15210 -10.55460 0.0684
H 5.69298 -0.33721 -8.95093 0.1341
H 5.08136 -3.04584 -8.09179 0.1201
H 4.46563 -2.40920 -9.58577 0.1284
H 1.95136 -1.94808 -6.89140 0.0845
H 2.99460 -3.40765 -6.84978 0.0836
H 2.19932 -2.95365 -8.29885 0.0816
H 5.62615 -0.83993 -6.89993 0.0611
H 6.59935 -2.02919 -7.02578 0.0655
C 7.05733 -2.60555 1.45334 -0.0570
C 6.31025 -3.10980 2.69399 -0.4517
C 7.22196 -3.93375 3.60197 -0.1954
O 7.31202 -5.32192 3.21056 -0.1717
C 8.46388 -5.94857 3.58434 -0.1605
N 5.72018 -2.06966 3.50138 0.0399
H 7.55126 -3.44366 0.96172 0.0788
H 7.82743 -1.87839 1.71082 0.0729
H 6.40119 -2.07787 0.76116 0.0743
H 5.58899 -3.83377 2.31485 0.1368
H 7.02381 -3.91496 4.67364 0.1227
H 8.15489 -3.38135 3.48979 0.1120
H 9.31389 -5.35033 3.91253 0.0865
H 8.84888 -6.38817 2.66422 0.0829
H 8.25677 -6.73941 4.30529 0.0865
H 6.45782 -1.49879 3.88878 0.0695
H 5.16457 -2.46205 4.24800 0.0749
C 2.22627 -1.34185 9.21074 -0.0702
C 1.02049 -2.25084 8.96344 -0.4142
C -0.13084 -1.97670 10.07464 -0.1448
O -1.11891 -2.96504 9.71133 -0.2092
C -2.24227 -2.82754 10.45818 -0.1744
N 0.47205 -2.04062 7.63006 0.0329
H 2.54492 -1.49568 10.24171 0.0712
H 1.90749 -0.31989 9.00558 0.0778
H 3.07889 -1.67858 8.62102 0.0731
H 1.30502 -3.30029 9.03948 0.1307
H -0.56226 -0.97744 10.01588 0.1214
H 0.20931 -2.20462 11.08481 0.1156
H -2.83133 -3.72602 10.27422 0.0936
H -2.87096 -1.94194 10.36565 0.0880
H -1.99027 -2.84736 11.51846 0.0821
H 0.24231 -1.06738 7.48818 0.0670
H -0.39279 -2.56178 7.60692 0.0578
C -6.88863 0.69009 -2.21750 -0.0541
C -8.09266 0.61592 -3.18662 -0.4414
C -8.81875 1.90125 -3.46008 -0.1972
O -9.29600 2.47003 -2.22787 -0.1960
C -10.49730 1.83462 -1.72751 -0.0947
N -7.46279 0.07544 -4.41645 0.0278
H -6.11683 1.23811 -2.75798 0.0780
H -6.45168 -0.26941 -1.94085 0.0722
H -7.15564 1.24709 -1.31943 0.0714
H -8.77860 -0.12229 -2.77111 0.1212
H -9.69798 1.80606 -4.09725 0.1160
H -8.22451 2.61337 -4.03270 0.1299
H -11.31854 1.94680 -2.43539 0.0825
H -10.88447 2.37665 -0.86473 0.0809
H -10.35451 0.81389 -1.37280 0.0803
H -7.21239 -0.84015 -4.07134 0.0607
H -8.17577 -0.09427 -5.11141 0.0641
```

Computed properties:
HOMO energy, hartree: -0.3272
Kohn-Sham gap, eV: 9.032
Multiplicity: 1
Net charge: 0
Energy relative to the best compared isomer or geometry (same formula, charge and spin), eV: 9.4989